Formula: CBrN3O
Source: the Open Molecules 2025 dataset
Level of theory: ωB97M-V/def2-TZVPD

- ΔE to the lowest compared entry with this formula, charge and spin (kcal/mol) = 23.3
- Kohn-Sham gap (eV) = 9.5
- total charge = 0
- structure (SMILES) = [O-][N+]#CBr.N#N

Bonds (Å) are listed after each position.
Positions of all 6 atoms, in Å:
1 O 0.81 1.16 0.00  N2 1.202
2 N -0.38 1.03 0.00  O1 1.202, C3 1.197
3 C -1.22 0.17 -0.02  N2 1.197, Br4 1.792
4 Br -3.00 -0.06 0.00  C3 1.792
5 N 0.32 -1.38 -0.01  N6 1.113
6 N 1.30 -0.84 0.02  N5 1.113